*a*
Below is a molecular structure, C3H10NO2, with properties calculated with ωB97M-V/def2-TZVPD.

The geometry in XYZ format:
```
16
C3H10NO2, DFT ωB97M-V/def2-TZVPD
C 0.98 -0.57 -0.89
C -0.45 -0.36 -0.39
C -0.65 1.20 -0.25
O -1.51 1.48 0.71
N 1.37 -1.95 -1.19
H 1.72 -0.10 -0.11
H 1.37 0.20 -1.80
H -1.35 -0.79 -0.98
H -0.56 -0.73 0.65
H -1.17 1.73 -1.09
H 0.24 1.78 0.02
H 0.81 -2.28 -1.96
H 1.20 -2.54 -0.39
H -1.18 1.17 1.82
H 0.01 0.75 2.85
O -0.84 1.02 3.01
```

Properties
- 2S+1: 1
- HOMO: -3.430 eV
- Charge: -1
- LUMO energy: 0.1458 Eh

*b*
Below is 2 unconnected molecules or ions with the total composition C3H10NO2, with properties calculated with ωB97M-V/def2-TZVPD.

The geometry in XYZ format:
```
16
C3H10NO2, DFT ωB97M-V/def2-TZVPD
C -0.05 1.56 0.89
N 0.34 0.49 0.00
C -0.74 -0.31 -0.44
C -0.60 -1.79 0.03
O -0.93 -1.90 1.42
H 0.51 2.49 0.72
H 0.09 1.31 1.94
H -1.11 1.87 0.73
H -0.44 -1.17 1.83
H -0.87 -0.45 -1.54
H -1.68 -0.02 0.06
H 0.47 -1.98 -0.12
H -1.21 -2.48 -0.49
H 2.06 0.64 -0.92
H 1.76 1.17 -2.28
O 2.40 0.59 -1.85
```

Properties
- 2S+1: 1
- HOMO: -1.826 eV
- Charge: -1
- LUMO energy: 0.1595 Eh

So which one wins? Going from most stable to least: *b*, *a*.

*a*
Below is a single C4H10N2OS molecule, with properties calculated with ωB97M-V/def2-TZVPD.

The geometry in XYZ format:
```
18
C4H10N2OS, DFT ωB97M-V/def2-TZVPD
H 1.12 3.25 -0.84
N 0.24 2.63 -0.77
C 0.51 1.46 -0.21
N 1.64 1.02 0.19
C -0.60 0.41 -0.28
O 0.10 -0.75 -0.73
C -0.59 -1.69 -1.45
S -1.75 0.24 1.09
C -0.43 -0.64 2.07
H 1.61 0.02 0.25
H 2.50 1.54 -0.02
H -1.34 0.80 -1.04
H 0.15 -2.35 -1.86
H -1.21 -1.44 -2.36
H -1.35 -2.30 -0.72
H -1.00 -0.65 3.09
H -0.05 -1.63 1.55
H 0.45 0.07 2.02
```

Properties
- 2S+1: 1
- HOMO: -8.747 eV
- LUMO energy: 0.0255 Eh
- SMILES: [H]/N=C(\N)[C@@H](OC)SC

*b*
Below is a molecular structure, C4H10N2OS, with properties calculated with ωB97M-V/def2-TZVPD.

The geometry in XYZ format:
```
18
C4H10N2OS, DFT ωB97M-V/def2-TZVPD
C 1.48 1.65 0.62
C 0.49 1.16 -0.67
C -0.83 -0.84 -0.18
C -0.91 -1.97 0.88
H 2.72 1.46 0.69
H 0.96 1.23 1.50
H 1.40 2.82 0.40
H -0.55 1.47 -0.62
H 1.00 1.49 -1.57
H 1.96 -1.91 0.15
H -1.80 -1.72 1.61
H -0.70 -2.77 0.36
H 0.13 -1.78 1.33
H -3.04 1.28 -0.78
N 0.36 -0.32 -0.66
N -2.05 -0.46 -0.49
O -2.18 0.61 -1.34
S 1.55 -1.40 -1.23
```

Properties
- 2S+1: 1
- HOMO: -8.519 eV
- LUMO energy: 0.0185 Eh

*c*
Below is a single C4H10N2OS molecule, with properties calculated with ωB97M-V/def2-TZVPD.

The geometry in XYZ format:
```
18
C4H10N2OS, DFT ωB97M-V/def2-TZVPD
C 1.02 -1.57 -1.04
N 1.27 -0.14 -0.69
C 0.16 0.54 -0.08
C -0.96 1.13 -0.93
S -1.70 2.65 -0.37
C -0.47 -0.42 0.98
N 0.11 -0.26 2.24
O -1.45 -1.11 0.87
H 0.94 -2.18 -0.14
H 2.01 -1.92 -1.34
H 0.15 -1.76 -1.63
H 1.57 0.37 -1.51
H 0.53 1.40 0.50
H -0.68 1.35 -2.00
H -1.81 0.44 -1.04
H -1.73 2.43 0.94
H -0.03 -1.02 2.89
H 1.06 0.07 2.34
```

Properties
- 2S+1: 1
- HOMO: -8.924 eV
- LUMO energy: 0.0321 Eh
- SMILES: CN[C@@H](CS)C(N)=O

So which one wins? Going from most stable to least: *c*, *a*, *b*.

*a*
Below is a single C4H10N2OS molecule, with properties calculated with ωB97M-V/def2-TZVPD.

The geometry in XYZ format:
```
18
C4H10N2OS, DFT ωB97M-V/def2-TZVPD
H 2.70 0.81 2.41
N 2.32 0.31 1.46
C 1.56 -0.74 1.35
N 1.07 -1.10 0.09
O 1.39 -0.36 -1.07
C 0.27 0.55 -1.29
C -0.07 1.47 0.02
S -1.28 -0.25 -2.04
C -2.49 -0.70 -0.48
H 0.93 -1.27 2.36
H 1.25 -1.98 -0.30
H 0.67 1.02 -2.26
H -0.34 2.62 -0.45
H -0.98 0.78 0.54
H 0.96 1.70 0.71
H -1.99 -1.62 0.07
H -2.84 -0.01 0.16
H -3.12 -1.23 -1.28
```

Properties
- 2S+1: 1
- HOMO: -8.958 eV
- LUMO energy: 0.0279 Eh
- SMILES: [H]/N=C/NO[C@H](C)SC

*b*
Below is 2 unconnected molecules or ions with the total composition C4H10N2OS, with properties calculated with ωB97M-V/def2-TZVPD.

The geometry in XYZ format:
```
18
C4H10N2OS, DFT ωB97M-V/def2-TZVPD
N -2.94 -1.39 -0.39
C 0.27 0.11 0.08
C 0.54 -0.16 -1.40
S -1.11 0.26 -2.42
C 1.29 0.63 0.83
N 1.08 0.60 2.30
C 0.56 -0.66 2.94
O 2.43 1.07 0.41
H -2.48 -1.00 -1.22
H -3.48 -0.71 0.19
H -3.53 -2.21 -0.58
H -0.73 -0.05 0.44
H 1.02 -1.15 -1.44
H 1.22 0.55 -1.86
H 2.01 0.88 2.67
H 1.44 -1.17 3.35
H -0.22 -0.64 3.74
H 0.22 -1.26 2.10
```

Properties
- 2S+1: 1
- HOMO: -8.530 eV
- LUMO energy: -0.1296 Eh

So which one wins? Going from most stable to least: *b*, *a*.

*a*
Below is a single C4H10N2OS molecule, with properties calculated with ωB97M-V/def2-TZVPD.

The geometry in XYZ format:
```
18
C4H10N2OS, DFT ωB97M-V/def2-TZVPD
C 1.75 -1.70 -0.90
O 0.46 -1.56 -0.23
C -0.13 -0.30 -0.42
C -1.61 -0.39 -0.03
N -2.34 -1.29 -0.88
C 0.54 0.80 0.41
N 1.22 0.25 1.44
S 0.07 2.36 0.34
H 1.49 -1.56 -1.91
H 2.38 -0.85 -0.63
H 2.10 -2.71 -0.67
H -0.08 -0.12 -1.45
H -1.88 0.67 -0.17
H -1.66 -0.68 0.98
H -3.40 -1.00 -0.79
H -2.34 -2.34 -0.69
H 1.35 -0.74 1.36
H 1.76 0.86 2.16
```

Properties
- 2S+1: 1
- HOMO: -8.340 eV
- LUMO energy: 0.0270 Eh
- SMILES: CO[C@@H](CN)C(N)=S

*b*
Below is a single C4H10N2OS molecule, with properties calculated with ωB97M-V/def2-TZVPD.

The geometry in XYZ format:
```
18
C4H10N2OS, DFT ωB97M-V/def2-TZVPD
N -1.12 2.08 -0.14
C -0.18 1.09 0.37
C -0.28 -0.31 -0.37
C 1.13 -0.62 -0.88
S 1.42 0.38 -2.41
N -0.73 -1.37 0.59
C -0.06 -1.55 1.79
O 0.91 -0.90 2.10
H -1.33 2.79 0.56
H -0.79 2.53 -0.98
H -0.14 0.95 1.47
H 0.84 1.48 0.35
H -1.03 -0.12 -1.15
H 1.99 -0.48 -0.22
H 1.27 -1.68 -1.17
H 0.25 -0.13 -2.87
H -1.64 -1.77 0.52
H -0.50 -2.35 2.44
```

Properties
- 2S+1: 1
- HOMO: -9.034 eV
- LUMO energy: 0.0293 Eh
- SMILES: NC[C@@H](CS)NC=O

So which one wins? Going from most stable to least: *b*, *a*.

*a*
Below is a single C4H10N2OS molecule, with properties calculated with ωB97M-V/def2-TZVPD.

The geometry in XYZ format:
```
18
C4H10N2OS, DFT ωB97M-V/def2-TZVPD
O -1.14 -1.89 -0.15
C -0.84 -1.02 0.79
C 0.43 -0.09 0.62
C 0.74 0.45 2.02
S 1.52 -0.78 3.02
N 0.28 0.95 -0.39
C 0.19 0.57 -1.82
N -1.09 0.10 -2.16
H -1.69 -0.40 1.14
H 1.27 -0.74 0.33
H 1.30 1.37 1.78
H -0.22 0.85 2.38
H -0.46 -1.59 1.72
H 0.86 1.76 -0.25
H 1.02 -0.18 -1.89
H 0.49 1.43 -2.43
H -1.38 -0.86 -1.60
H -1.29 0.07 -3.15
```

Properties
- 2S+1: 1
- HOMO: -8.788 eV
- LUMO energy: -0.1407 Eh

*b*
Below is a molecular structure, C4H10N2OS, with properties calculated with ωB97M-V/def2-TZVPD.

The geometry in XYZ format:
```
18
C4H10N2OS, DFT ωB97M-V/def2-TZVPD
C 1.25 1.17 -0.76
C 0.87 0.43 0.61
C -1.48 0.64 0.27
C -1.82 -0.66 -0.58
H 2.05 1.93 -0.44
H 1.80 0.21 -1.50
H 0.30 1.82 -1.50
H -0.62 -0.20 2.04
H -2.22 0.81 0.84
H -1.23 1.55 -0.22
H -1.25 -0.67 -1.44
H -2.75 -0.68 -0.96
H -0.66 -1.97 0.45
H 3.16 -1.80 0.63
N -0.30 0.60 1.39
N 1.64 -0.49 1.18
O -1.63 -1.87 0.07
S 2.89 -0.81 -0.10
```

Properties
- 2S+1: 1
- HOMO: -8.416 eV
- LUMO energy: 0.0251 Eh

So which one wins? Going from most stable to least: *b*, *a*.